Entry from the Open Molecules 2025 dataset: 2 unconnected molecules or ions with the total composition C5H6F7N2P at a distorted geometry (wB97M-V/def2-TZVPD).

The geometry in XYZ format:
```
21
C5H6F7N2P, DFT wB97M-V/def2-TZVPD
N -2.477 -1.311 -1.492
N -1.445 -1.315 -0.554
C -0.195 -1.637 -1.043
C 0.976 -1.640 -0.218
C 0.786 -1.302 1.261
C -0.557 -1.023 1.708
F -0.755 -0.767 3.017
C -1.656 -1.018 0.767
H -2.805 -0.364 -1.690
H -3.214 -1.911 -1.122
H -0.068 -1.905 -2.113
H 1.992 -1.868 -0.590
H 1.643 -1.291 1.967
H -2.660 -0.764 1.159
F 1.935 1.047 0.145
P 1.494 2.596 -0.150
F 0.136 1.940 -0.799
F 1.722 4.072 0.489
F 1.341 3.361 -1.578
F 3.092 2.593 -0.446
F 0.717 2.508 1.282
```

**Frontier orbital gap**: 0.2981 Eh
**ΔE to the lowest compared entry with this formula, charge and spin**: 1.4064 eV
**LUMO energy**: -2.17 eV
**DFT total energy**: -36573.933 eV

These are the Löwdin partial charges, in e, on atoms 1 to 5:
1 N 0.1096
2 N -0.1486
3 C 0.0077
4 C 0.0412
5 C 0.1075